# C36H96O36S12

A cluster of 12 separate species, C36H96O36S12 in total in a non-equilibrium geometry (ωB97M-V with the def2-TZVPD basis set, the OMol25 dataset).

Each line ends with the Mulliken charge.
Cartesian coordinates (Å):
O1 4.851 -1.877 -4.317  -0.3422
S1 5.967 -1.015 -4.571  1.1068
O2 6.773 -1.124 -5.756  -0.7207
O3 5.435 0.512 -4.462  -0.4550
C1 4.407 0.748 -3.509  1.0462
C2 4.011 2.214 -3.598  -0.7646
C3 7.084 -0.960 -3.148  -0.7409
H1 4.828 0.581 -2.505  0.1701
H2 3.616 0.002 -3.556  -0.3108
H3 3.141 2.479 -2.996  0.2158
H4 3.885 2.536 -4.632  0.3051
H5 4.811 2.878 -3.257  -0.2600
H6 7.581 -1.931 -3.173  0.4668
H7 6.457 -0.968 -2.258  0.1236
H8 7.792 -0.143 -3.223  0.1798
O4 0.619 5.066 -7.463  -0.6612
S2 1.160 3.942 -6.746  1.1377
O5 1.061 2.610 -7.258  -0.5408
O6 2.716 4.302 -6.462  -0.1728
C4 3.081 5.664 -6.264  -0.1941
C5 4.562 5.759 -5.919  -1.1801
C6 0.567 4.017 -5.027  -0.7020
H9 2.442 6.110 -5.501  0.3394
H10 2.987 6.254 -7.177  0.2526
H11 4.824 6.818 -5.880  0.4362
H12 5.196 5.332 -6.697  0.3210
H13 4.874 5.283 -4.989  0.1766
H14 -0.518 4.070 -5.000  0.4627
H15 0.908 4.939 -4.554  0.3532
H16 1.072 3.222 -4.484  -0.0039
O7 -7.092 5.181 6.239  -0.6274
S3 -6.747 5.007 4.861  1.1917
O8 -6.185 6.049 4.029  -0.6165
O9 -5.797 3.721 4.819  -0.3381
C7 -5.009 3.428 3.669  0.2823
C8 -3.698 4.196 3.652  -1.1976
C9 -8.206 4.386 4.011  -0.5704
H17 -5.580 3.582 2.751  0.1906
H18 -4.703 2.381 3.673  0.0311
H19 -3.874 5.231 3.363  0.4057
H20 -3.079 3.734 2.877  0.2291
H21 -3.106 4.106 4.561  0.3356
H22 -8.788 3.797 4.719  0.3441
H23 -7.955 3.829 3.114  -0.1779
H24 -8.881 5.199 3.744  0.4348
O10 -4.809 0.468 1.985  -0.4240
S4 -6.179 0.030 2.062  1.0801
O11 -6.621 -1.012 2.959  -0.6473
O12 -7.086 1.340 2.286  -0.1242
C10 -8.512 1.159 2.336  -0.3970
C11 -9.245 1.977 1.301  -1.2259
C12 -6.744 -0.376 0.413  -1.0381
H25 -8.784 1.502 3.336  0.3462
H26 -8.775 0.102 2.283  0.4615
H27 -8.872 2.999 1.221  0.2927
H28 -10.288 2.158 1.573  0.3899
H29 -9.292 1.504 0.319  0.3788
H30 -7.659 -0.965 0.377  0.3940
H31 -5.904 -0.892 -0.047  0.2304
H32 -7.040 0.522 -0.127  0.3770
O13 -2.611 -7.044 2.087  -0.6878
S5 -1.406 -6.565 2.701  1.3535
O14 -0.148 -7.017 2.203  -0.6448
O15 -1.490 -4.926 2.643  -0.0712
C13 -1.135 -4.386 1.363  -0.3219
C14 -1.702 -2.972 1.301  -0.5679
C15 -1.490 -6.780 4.484  -0.9759
H33 -1.464 -4.977 0.507  0.6620
H34 -0.042 -4.343 1.409  -0.2778
H35 -1.139 -2.489 0.499  -0.2530
H36 -1.494 -2.415 2.217  0.2937
H37 -2.770 -2.852 1.116  0.3207
H38 -2.556 -6.876 4.662  0.2960
H39 -1.018 -5.893 4.900  0.2664
H40 -0.845 -7.635 4.665  0.4658
O16 2.498 -3.732 -6.854  -0.6722
S6 1.962 -3.770 -5.512  1.2773
O17 2.597 -4.518 -4.447  -0.6450
O18 1.659 -2.244 -4.968  0.0908
C16 0.814 -1.393 -5.801  -0.5745
C17 1.221 0.013 -5.395  -0.7894
C18 0.223 -4.366 -5.705  -0.8085
H41 -0.198 -1.649 -5.478  0.1852
H42 0.949 -1.668 -6.847  0.6735
H43 1.223 0.132 -4.312  -0.2972
H44 0.449 0.683 -5.782  0.4489
H45 2.169 0.345 -5.813  0.4057
H46 -0.168 -3.710 -6.477  0.2926
H47 -0.166 -4.304 -4.694  0.0500
H48 0.212 -5.375 -6.107  0.5481
O19 -0.257 0.541 4.968  -0.6450
S7 1.107 0.557 4.507  1.1235
O20 1.388 0.226 3.129  -0.3714
O21 1.762 2.003 4.835  -0.2522
C19 1.208 2.777 5.909  -0.1059
C20 1.973 4.083 5.920  -1.2746
C21 2.123 -0.475 5.643  -1.0764
H49 1.325 2.270 6.871  0.3190
H50 0.136 2.935 5.788  0.2825
H51 3.040 3.891 5.985  0.3208
H52 1.611 4.688 6.755  0.3985
H53 1.704 4.716 5.073  0.3155
H54 3.079 0.053 5.664  0.3904
H55 2.366 -1.455 5.241  0.2152
H56 1.751 -0.518 6.662  0.3740
O22 7.752 2.265 -3.975  -0.4124
S8 8.104 3.617 -3.627  1.0533
O23 7.846 4.698 -4.511  -0.6083
O24 7.335 4.055 -2.278  -0.3638
C22 7.326 3.144 -1.183  0.1019
C23 6.158 3.403 -0.261  -1.4103
C24 9.829 3.697 -3.085  -1.0356
H57 8.189 3.255 -0.516  0.4159
H58 7.352 2.132 -1.590  0.1431
H59 5.190 3.541 -0.755  0.2200
H60 6.248 4.335 0.302  0.4364
H61 5.995 2.614 0.474  0.3900
H62 9.993 4.604 -2.510  0.3625
H63 10.422 3.734 -3.996  0.4108
H64 10.062 2.809 -2.502  0.3133
O25 -5.416 -5.836 4.906  -0.6115
S9 -5.164 -4.958 6.036  1.1844
O26 -4.773 -5.488 7.325  -0.6277
O27 -4.087 -3.889 5.583  -0.2934
C25 -4.157 -3.375 4.239  0.3630
C26 -3.713 -1.938 4.191  -0.7658
C27 -6.580 -3.893 6.266  -0.8367
H65 -5.161 -3.421 3.818  0.3997
H66 -3.491 -3.921 3.569  -0.4095
H67 -4.493 -1.330 4.660  0.3154
H68 -3.601 -1.562 3.175  -0.1303
H69 -2.798 -1.672 4.724  0.4784
H70 -7.354 -4.552 6.657  0.3873
H71 -6.846 -3.366 5.354  0.2372
H72 -6.388 -3.152 7.040  0.3146
O28 -1.929 -3.901 -1.893  -0.6642
S10 -1.248 -2.864 -2.623  0.9096
O29 -1.296 -2.849 -4.064  -0.7219
O30 -1.785 -1.413 -2.103  0.4423
C28 -3.190 -1.203 -2.143  -0.2749
C29 -3.638 -0.672 -3.509  -1.3257
C30 0.490 -2.734 -2.138  -0.1349
H73 -3.524 -0.495 -1.384  0.0253
H74 -3.686 -2.150 -1.914  0.4426
H75 -3.351 -1.305 -4.347  0.2255
H76 -3.180 0.306 -3.673  0.3213
H77 -4.718 -0.540 -3.601  0.3750
H78 0.848 -3.742 -2.328  0.6576
H79 0.472 -2.433 -1.093  0.2915
H80 0.982 -1.929 -2.676  -0.7161
O31 4.111 -5.714 -0.527  -0.6852
S11 3.515 -4.454 -0.212  1.2000
O32 2.078 -4.310 -0.060  -0.4483
O33 4.265 -3.928 1.140  -0.4533
C31 3.546 -3.142 2.079  0.0520
C32 2.698 -4.034 2.981  -0.8924
C33 4.124 -3.130 -1.289  -0.6876
H81 2.914 -2.363 1.637  -0.0702
H82 4.231 -2.503 2.641  0.4568
H83 2.118 -4.710 2.353  0.1179
H84 2.011 -3.529 3.663  0.2258
H85 3.316 -4.674 3.614  0.3992
H86 4.778 -2.445 -0.757  0.4316
H87 3.300 -2.556 -1.711  -0.0704
H88 4.688 -3.567 -2.112  0.3918
O34 1.940 0.078 -1.765  -0.4378
S12 1.222 1.075 -1.027  1.0008
O35 0.707 2.205 -1.762  -0.7569
O36 0.040 0.335 -0.167  0.5235
C34 -1.079 1.171 0.192  -0.6961
C35 -1.489 1.023 1.647  0.1294
C36 2.224 1.534 0.406  -0.4958
H89 -1.891 0.851 -0.467  -0.1799
H90 -0.966 2.222 -0.082  0.5390
H91 -2.477 1.437 1.844  0.1184
H92 -0.814 1.589 2.292  0.0077
H93 -1.494 -0.009 1.993  -0.2533
H94 3.193 1.830 0.006  0.0978
H95 2.373 0.600 0.941  -0.0108
H96 1.663 2.267 0.975  0.4587

Calculated total energy in Eh: -8915.924370
Highest occupied orbital energy in eV: -10.2
SMILES: CCOS(C)(=O)=O.CCOS(C)(=O)=O.CCOS(C)(=O)=O.CCOS(C)(=O)=O.CCOS(C)(=O)=O.CCOS(C)(=O)=O.CCOS(C)(=O)=O.CCOS(C)(=O)=O.CCOS(C)(=O)=O.CCOS(C)(=O)=O.CCOS(C)(=O)=O.CCOS(C)(=O)=O
Energy above the lowest of the compared OMol25 structures with the same formula, charge and spin in kcal/mol: 96.1